(1)
Here is a structure of composition C17H35BF4GeIrN2O3 from OMol25. Energies are from ωB97M-V/def2-TZVPD.

Element x y z (Å)
F (-3.87262, -1.29580, -1.41803)
H (-2.85062, -2.07606, 2.82076)
H (0.99621, 4.91903, 0.22051)
H (0.29631, -3.05675, -0.76067)
H (-0.66036, -3.43475, 2.81208)
H (3.40148, -2.97668, -1.04551)
H (2.52189, -2.81226, 0.46950)
H (2.81515, -1.40170, -3.02037)
F (-3.69561, -3.01817, -2.90921)
H (-1.10745, -1.74115, 4.71074)
F (-2.43579, -2.99377, -0.99240)
H (-1.91095, 3.51319, 2.72079)
F (-0.98526, 0.29562, -1.88194)
H (-0.38594, -2.83946, 1.17850)
C (0.72083, -2.50674, -1.59780)
H (-2.90569, 0.94215, -1.65291)
O (-0.19567, -0.20071, 1.88850)
H (0.68850, 4.07491, 1.73982)
H (-0.06549, -1.96905, -2.12776)
C (-0.63993, -0.97777, 4.08876)
N (-2.16461, 1.41574, 0.20245)
C (1.80461, -1.55394, -1.14376)
C (2.33995, -0.73366, -2.30163)
O (0.70670, 1.61970, 0.83024)
C (2.76156, 2.79570, 0.45566)
H (-0.49006, 3.99450, 0.40874)
H (0.02188, 2.71226, -1.67362)
C (-1.96493, 2.44629, 2.50514)
H (0.84821, -2.61439, 2.44256)
H (-1.06823, -0.01047, 4.34993)
H (3.09199, -0.01821, -1.96559)
C (0.57202, 4.01488, 0.65813)
H (-2.81050, -0.33622, 2.54453)
B (-3.35003, -2.46320, -1.78494)
H (1.52288, 1.76878, -1.80267)
C (1.07674, 2.67488, -1.39845)
O (1.20373, -0.59034, -0.16131)
H (1.56424, 3.52718, -1.87314)
H (-2.55750, 1.98686, 3.29836)
H (-6.12394, 2.79972, -0.85529)
H (1.53272, -0.21012, -2.81390)
C (-0.22536, -2.62018, 2.23323)
H (0.42559, -0.96716, 4.32770)
Ir (-0.55620, 0.34820, -0.00685)
H (-2.51023, -1.47824, 1.20750)
H (3.67983, -1.55515, -0.05099)
H (-5.49102, 1.58326, -1.98371)
C (-4.11561, 2.23630, -0.48946)
H (-0.96598, 2.02633, 2.52155)
C (-5.24756, 2.47805, -1.41207)
H (-4.98292, 3.27186, -2.11481)
H (2.91524, 2.82148, 1.53614)
C (-3.85413, 2.74978, 0.79494)
C (2.91408, -2.25846, -0.38686)
H (1.14447, -3.23369, -2.29028)
Ge (1.76090, 0.04952, 1.59825)
N (-3.09250, 1.45125, -0.79768)
H (3.23463, 3.68495, 0.03873)
C (-2.64813, 2.24064, 1.20177)
C (-2.34475, -1.28300, 2.27022)
H (3.27785, 1.93089, 0.02829)
H (-4.49121, 3.41691, 1.35097)
C (1.28646, 2.80279, 0.09474)
C (-0.87224, -1.30505, 2.62640)

Cartesian forces (eV/Å) of the 6 atoms listed first:
F 0.035 0.025 0.001
H -0.005 0.003 0.004
H -0.007 -0.005 -0.002
H -0.015 -0.036 -0.003
H 0.001 0.007 0.006
H 0.010 0.003 0.001

## Properties
F_max = 0.485 eV/A
Molecular weight = 667.11 g/mol
Lowest unoccupied orbital energy (spin up / spin down) = -8.33 / -9.71 eV
Highest occupied orbital energy (spin up / spin down) = -16.23 / -16.12 eV
<S²> = 0.7599
Energy relative to the best compared isomer or geometry (same formula, charge and spin) = 18.30 kcal per mole
Multiplicity = 2
Charge = +2

Atom charges from the natural (NBO) analysis, given in e for atoms 1 to 8: -0.5142 0.2586 0.2518 0.2189 0.2564 0.2617 0.2214 0.2518

=====

(2)
Here is a cluster of 3 separate species, C17H35BN6O3 in total from OMol25. Energies are from ωB97M-V/def2-TZVPD.

Element x y z (Å)
N (4.07557, 0.43388, -0.12419)
H (-0.76183, 2.73718, 4.32530)
H (1.33339, -0.74286, 1.61887)
H (-3.10141, -1.49753, 6.35595)
H (-3.24733, -6.51450, 0.48228)
C (0.48817, 0.94314, 3.68254)
C (-2.16196, -0.69946, 4.43241)
H (-1.02331, -5.49791, 0.24008)
C (3.65191, 4.06930, -2.51614)
H (1.42192, 2.08316, -1.27404)
H (-3.86703, -5.38980, -0.75581)
C (-1.34109, -5.13830, -1.69646)
C (2.93512, 0.56740, 0.52163)
H (0.43738, -0.21730, 3.54102)
H (3.86449, 3.00337, -2.63333)
H (0.02687, 2.69894, -0.16172)
H (4.29629, 3.09098, -6.04433)
C (2.76458, 4.54414, -3.63253)
H (-1.38982, 2.02862, 2.69635)
C (-3.13478, -5.52069, 0.04177)
H (3.14258, 4.21648, -1.55915)
C (-2.36860, -4.96157, -2.77911)
N (-2.52416, 0.32927, 1.02482)
H (5.00667, 4.71883, -5.91655)
H (-1.07468, 2.82055, -2.14452)
H (-0.07391, -2.13598, -2.68146)
H (-1.36140, -1.32895, -2.01414)
H (5.12610, 3.58509, -4.54463)
H (4.58100, 4.64518, -2.50444)
O (1.45026, -2.04564, -0.63954)
H (-3.15890, 1.34311, 4.25386)
C (1.39789, 0.34548, 1.14230)
C (0.26153, 0.40447, -0.03777)
H (-3.60236, -2.45337, 4.77946)
H (-2.96295, -5.87302, -2.88472)
H (2.57029, 4.78365, -5.60367)
N (-1.77672, -5.39194, -0.43004)
C (-3.43560, -1.38477, 5.23055)
O (1.64854, 5.01481, -3.42344)
H (-2.06677, 1.25089, 5.78709)
N (-0.60690, 1.88156, -2.07289)
C (-0.96223, 1.70337, 3.76244)
H (-2.08033, -1.03893, 3.30122)
C (-2.10898, 0.92565, 4.63930)
H (-4.34800, -0.65100, 5.08071)
O (-0.13541, -5.06069, -1.92254)
B (0.48448, -0.96213, -0.98308)
H (1.15309, 1.18293, 4.64451)
H (-1.86466, -4.76601, -3.73028)
H (-3.01347, -4.10943, -2.54895)
C (0.33229, 1.80378, -0.88965)
H (-3.29739, -4.76592, 0.81520)
H (-0.01170, 1.76371, -2.94357)
C (4.49505, 3.92500, -5.36664)
C (1.23084, 1.52298, 2.30090)
H (-1.18375, -1.13512, 4.95979)
N (3.22708, 4.44259, -4.91069)
H (2.33272, 1.81421, 2.63990)
C (-1.30189, 0.26394, 0.53762)
H (1.21061, -2.90620, -1.09581)
H (0.73837, 2.50595, 1.89835)
N (-0.33573, -1.20454, -2.27041)

Cartesian forces (eV/Å) of the 6 atoms listed first:
N -10.655 1.592 6.209
H -0.384 -2.143 -1.243
H 0.576 2.451 -1.032
H -1.066 0.336 -2.225
H -0.309 0.091 -0.011
C -0.004 0.747 -1.173

## Properties
F_max = 12.488 eV/A
Molecular weight = 382.32 g/mol
Lowest unoccupied orbital energy = 0.36 eV
Highest occupied orbital energy = -9.44 eV
SMILES = CCCCCC[C@H](C#N)[C@@](C#N)(CN)B(N)O.CNC(C)=O.CNC(C)=O
Charge = 0

Atom charges from the natural (NBO) analysis, given in e for atoms 1 to 8: -0.3328 0.2088 0.2846 0.2118 0.2002 -0.4180 -0.4168 0.4045